# 1
100
Properties=species:S:1:pos:R:3:forces:R:3 method="wB97M-V/def2-TZVPD" spin_multiplicity=2 homo_lumo_gap_ha="0.26779 / 0.26775" e_tot_ha=-2505.8209
P 3.3724 -1.4033 -1.7925 -0.8 4.5 -4.6
P 2.5487 2.5939 3.4782 3.6 7.3 -2.6
O 3.2434 1.9133 2.3028 -2.3 -3.3 1.6
O -1.2307 -0.6570 -1.0995 0.2 0.3 -0.9
O 2.2685 -2.3522 -2.1643 1.2 -1.4 2.8
O -6.9833 -0.8020 0.7243 -0.3 -0.5 -0.2
O -7.5007 -2.9136 1.2077 0.1 1.4 -1.4
O -5.0467 -3.0257 -3.6997 0.5 -0.1 -0.3
N 4.1430 -1.3249 -3.3482 -0.2 -0.2 -0.1
N 1.5944 3.2381 4.8236 -0.3 -3.6 1.2
N 2.4846 0.0384 -1.4737 -0.3 -0.3 0.1
N 1.8523 3.8471 2.4558 -0.7 -0.1 -0.4
N 4.8038 -0.7813 -1.0018 0.4 -3.0 1.1
N 4.0196 3.1884 4.1884 0.1 -0.4 0.3
N -2.1492 -1.2580 -1.7759 -0.7 -0.1 2.8
C -7.7548 -2.2676 -1.1034 -0.2 0.3 0.0
C -3.3849 -0.4493 -1.8245 -1.4 1.2 -1.2
C -0.9609 -3.3124 -1.2505 -0.8 0.0 -0.8
C 1.5312 5.2054 2.8570 -0.2 0.1 0.4
C 3.7189 -2.3206 -4.3265 -0.2 -0.2 0.0
C 3.0560 1.3660 -1.4958 0.6 0.5 0.1
C -3.2184 0.5184 -3.0136 1.0 0.1 0.4
C 0.2381 2.6188 4.8605 -0.4 0.4 -0.5
C 4.7713 -1.0242 0.4658 -0.4 0.5 0.4
C 6.1007 -1.3610 -1.4281 0.3 0.1 -0.3
C 4.4023 -0.0775 -4.0418 0.4 0.2 0.3
C 5.2447 2.4943 3.8066 0.0 -0.2 -0.2
C -4.7038 -1.2617 -2.0579 0.8 -0.4 0.1
C -5.5490 -3.6226 -1.4326 -0.2 0.3 -0.8
C -2.3481 -2.6315 -1.2437 1.1 -1.4 -0.7
C -3.5688 0.4636 -0.5877 0.8 0.1 -0.3
C -7.0507 -3.4917 -1.7078 -0.1 0.1 0.8
C 1.5275 -0.0346 -0.3835 -0.3 -0.5 0.4
C -3.2053 -3.3897 -2.2602 -0.3 1.4 0.4
C 4.3182 4.6015 4.3299 -0.3 0.1 0.5
C -7.4228 -2.0416 0.3573 0.1 -1.3 1.5
C -2.8611 -2.6857 0.1957 0.3 0.4 -0.2
C 2.1357 2.9949 6.1843 0.3 0.2 0.3
C -4.6135 -2.7800 -2.3543 -0.8 -0.7 0.2
C 0.7881 3.3784 1.5673 0.3 -0.4 -0.2
H -2.3557 1.1424 -2.7728 0.1 0.0 -0.2
H 0.2894 1.5327 4.9670 -0.1 0.0 0.1
H 5.0203 -0.2632 -4.9249 -0.1 -0.1 0.0
H 5.1096 1.4165 3.8104 0.0 0.0 -0.1
H 3.0566 3.5350 6.3705 0.1 0.0 -0.3
H 1.4217 3.3574 6.9268 -0.2 -0.1 -0.2
H 6.1196 -2.4504 -1.3362 0.1 0.0 0.1
H -0.3264 2.8456 3.9577 0.1 0.0 0.0
H 1.0496 2.4235 1.1115 0.1 0.0 0.1
H -5.8287 -2.5026 -3.8836 -0.1 0.1 0.0
H -2.7432 -3.2895 -3.2403 0.1 -0.2 -0.1
H -1.1307 -4.3884 -1.2268 0.2 -0.1 0.4
H -8.8302 -2.4411 -1.1592 -0.1 0.0 0.1
H 6.9006 -0.9496 -0.8089 -0.2 0.0 0.2
H -3.7845 -2.1413 0.3716 -0.2 -0.2 0.1
H 3.9331 -0.5381 0.9655 -0.1 0.1 -0.3
H -5.2056 -0.7863 -2.8998 0.0 -0.1 -0.1
H -2.9651 -0.0015 -3.9351 -0.4 -0.1 -0.1
H 6.0368 2.7190 4.5257 -0.1 0.1 0.1
H -4.0640 1.1958 -3.1078 -0.2 -0.2 -0.2
H 0.9484 -0.9527 -0.4186 0.1 -0.1 -0.1
H -3.1932 0.0205 0.3284 -0.3 -0.1 0.1
H -3.2409 -4.4311 -1.9560 -0.1 -0.1 -0.2
H -0.1645 3.2536 2.1017 -0.1 0.1 -0.2
H -5.3483 -1.0788 -1.2058 0.1 -0.2 0.2
H 6.3568 -1.1068 -2.4504 -0.3 0.0 -0.1
H 4.9811 0.6125 -3.4274 -0.1 0.0 0.1
H 5.5927 2.7954 2.8107 0.0 -0.1 0.0
H -7.3082 -3.5393 -2.7629 0.2 -0.1 -0.1
H 4.4621 -2.3944 -5.1254 0.1 0.2 0.1
H 0.6160 4.0915 0.7587 0.1 0.0 0.0
H 2.7541 -2.0643 -4.7819 0.0 -0.1 0.0
H 3.7484 1.5463 -0.6637 0.0 0.1 0.0
H -0.3360 3.0192 5.6943 0.1 0.1 0.0
H 3.5348 5.1282 4.8748 -0.1 0.0 -0.2
H -0.3284 -2.9759 -0.4415 0.2 0.0 0.0
H -5.3553 -3.4461 -0.3770 0.1 0.0 0.1
H 1.2574 5.7840 1.9713 0.0 -0.2 -0.1
H 3.5665 1.5942 -2.4249 0.1 -0.2 0.0
H 0.6875 5.2701 3.5592 0.0 0.0 0.0
H -2.0881 -2.2664 0.8387 0.0 0.2 0.1
H -7.5881 -1.3499 -1.6714 0.2 0.0 -0.1
H 3.6345 -3.3065 -3.8795 -0.1 0.0 0.0
H -7.5223 -4.3587 -1.2464 0.0 -0.1 0.0
H -5.2883 -4.6569 -1.6491 0.0 -0.1 0.1
H -2.9749 1.3572 -0.7653 0.1 0.1 0.2
H -4.5987 0.7992 -0.4948 -0.1 -0.2 0.1
H 4.4836 5.0832 3.3581 0.0 0.1 0.0
H 2.3757 5.7295 3.2889 0.0 -0.1 0.1
H 5.6696 -0.6141 0.9245 0.0 0.0 -0.1
H -7.0218 -0.2176 -0.0391 0.0 0.1 -0.1
H 2.3215 1.9350 6.3743 -0.1 0.0 0.1
H 3.4757 0.4082 -4.3738 0.0 0.1 0.0
H 0.8141 0.7882 -0.4359 0.0 0.0 -0.2
H 4.7264 -2.0928 0.6965 0.1 0.0 0.0
H 2.0149 0.0251 0.6006 0.0 0.2 0.0
H -2.9535 -3.7331 0.4741 -0.3 -0.1 0.0
H 2.2662 2.1183 -1.4208 -0.2 -0.2 0.1
H -0.5142 -3.1137 -2.2219 0.4 0.1 0.1
H 5.2229 4.7329 4.9296 0.1 -0.1 -0.1

# 2
15
Properties=species:S:1:pos:R:3:forces:R:3 method="wB97M-V/def2-TZVPD" homo_lumo_gap_ha="0.29387 / 0.27291" de_lowest_kj_mol=622.3 e_tot_ha=-1067.1273
Cl 2.5824 -1.0479 -1.0783 0.1 -0.2 -0.5
P 0.8550 -0.7906 -0.0208 -1.3 0.6 2.3
O 0.6120 -1.4050 2.4685 0.2 0.5 -1.7
N -0.4507 -1.4839 -0.8286 3.1 1.0 0.0
N 0.4557 0.8524 -0.2255 1.2 0.6 -1.7
C 0.6941 1.7428 0.9247 -2.0 0.4 0.4
C -1.6865 -0.7319 -0.7416 -1.5 -4.1 0.7
H -0.1418 1.5760 1.6805 1.1 0.3 -0.9
H -1.8965 -0.5225 0.3251 -0.7 -0.3 -0.6
H -1.5181 0.1542 -1.1998 0.0 2.6 -1.6
H 1.5953 1.4181 1.3576 1.3 0.3 1.1
H -0.2689 -2.4623 -0.8894 -1.2 -0.7 -0.1
H 0.8999 1.2385 -1.1093 -0.9 -0.7 1.4
H 0.7066 2.8394 0.6564 0.1 -1.4 0.0
H -2.4384 -1.3772 -1.3195 0.6 1.2 1.3

# 3
93
Properties=species:S:1:pos:R:3:forces:R:3 method="wB97M-V/def2-TZVPD" homo_lumo_gap_ha=0.22714 de_lowest_kj_mol=397.6 e_tot_ha=-3081.9679
Sn 1.1306 -0.0496 0.1516 0.7 2.4 2.3
P -0.3796 -1.2372 2.2449 0.5 0.5 0.4
P -1.0156 0.3742 -1.4505 2.3 0.3 0.3
O -0.1218 2.8323 0.2786 1.8 0.7 -0.5
O -0.2718 7.2541 2.6482 2.1 0.1 -0.9
O 5.4217 5.5920 -1.0840 -1.0 1.5 1.3
O 1.5639 8.4671 2.6596 -1.4 -1.9 -0.8
O 1.8482 2.1254 -0.5863 -0.7 0.7 0.6
O 5.3600 7.4637 0.0732 -1.2 -2.0 -0.7
N 0.8847 7.4936 2.2519 -1.0 1.9 1.7
N 4.8311 6.4133 -0.3512 2.6 0.4 -1.0
C 1.5183 6.6252 1.2795 0.6 -1.5 -1.0
C 1.0530 -2.3912 2.6831 0.1 -0.5 -0.3
C 1.9686 -0.8324 -4.9552 -0.1 0.1 0.3
C -2.2446 -4.3759 -0.8322 -0.2 -0.7 0.3
C 0.5106 -5.2697 -1.2596 0.4 0.0 -0.9
C -4.4558 1.6378 -3.3805 0.1 0.0 0.1
C -0.8197 -1.1959 5.0393 -0.2 0.3 -0.4
C 0.1854 -4.2602 -0.1934 -0.4 -0.6 0.2
C -1.7094 -1.0902 1.0291 -1.5 -1.0 -1.7
C -0.1074 0.1934 -4.1913 0.3 0.1 0.3
C 0.1933 -0.1153 -2.8481 -0.6 -0.9 0.0
C 3.4706 6.1037 0.0203 -1.6 -0.8 0.5
C 1.0663 3.0276 -0.0874 -1.0 -0.7 0.0
C 0.9439 5.3839 0.8946 0.2 0.6 0.5
C 2.2975 -1.0926 -3.6271 -0.1 0.1 -0.5
C 2.3895 -1.9183 2.5526 -0.6 0.5 -0.6
C 3.3041 -4.1251 2.7310 -0.3 0.1 0.0
C -2.6413 0.9377 4.8433 0.1 -0.3 0.2
C -3.5039 0.8097 -2.7670 0.3 0.4 0.0
C -1.4851 -0.7309 6.1761 -0.1 0.2 -0.1
C 2.7899 7.0000 0.8517 0.1 -0.5 -0.2
C -0.0017 -4.8808 -2.6798 0.1 -0.6 0.1
C 1.6497 4.4416 0.1211 0.5 1.1 0.1
C -1.9053 -0.6703 -0.2935 -0.4 -1.5 1.3
C -0.1929 -3.4146 -2.8797 -0.3 0.2 -0.7
C 1.3162 0.9657 2.1792 1.0 0.7 -0.4
C 0.7495 -0.2066 -5.2216 -0.1 0.1 0.1
C 2.9158 4.8468 -0.3513 0.1 0.3 0.4
C 3.4907 -2.7564 2.5486 -0.1 -0.4 0.3
C -2.4207 0.3106 6.0765 0.3 -0.1 -0.2
C -1.0984 -4.0106 0.0833 -0.2 -0.1 0.4
C -2.1401 2.7615 -2.2822 0.0 -0.4 0.0
C -3.0861 3.5829 -2.8987 -0.4 -0.2 -0.2
C 2.0165 -4.6014 3.0106 0.2 0.0 0.3
C 0.9082 -3.7479 3.0605 0.0 0.3 -0.6
C -2.3196 1.3607 -2.2245 -0.8 0.6 -0.4
C -1.3148 -2.7472 -2.5914 0.0 -0.4 -0.9
C -1.0897 -0.6107 3.7776 -0.5 0.0 0.5
C 1.3831 -0.8419 -2.6089 0.1 -0.3 0.1
C -1.9767 0.4904 3.7037 0.2 -0.5 0.0
C -2.5211 -3.3952 -1.9864 -0.1 0.1 -0.1
C -4.2557 3.0256 -3.4448 0.4 -0.3 0.1
H 0.6239 -2.9575 -3.4291 -0.3 0.3 0.2
H 0.7230 -5.2578 -3.4221 -0.3 0.2 0.2
H -0.1052 -2.0208 5.1111 -0.3 0.3 0.0
H -0.0476 5.1653 1.2705 0.1 -0.2 0.0
H 1.8646 -5.6662 3.1846 0.0 0.3 0.1
H 4.4785 -2.3194 2.3824 -0.3 -0.3 0.1
H -1.2512 3.1844 -1.8155 -0.2 0.0 -0.1
H -2.0499 -5.3564 -1.2813 -0.2 0.0 0.3
H 2.6202 -0.8668 2.3815 -0.4 -0.4 0.0
H 0.4545 -0.0257 -6.2501 0.0 0.1 0.1
H 1.6154 -1.3382 -1.6408 -0.4 0.6 -1.5
H -5.3571 1.1957 -3.8222 0.4 0.2 0.3
H 1.3948 0.3320 3.0708 0.0 0.4 -0.3
H -0.0643 -4.1598 3.3487 0.3 0.2 -0.4
H 0.0816 -6.2605 -1.0302 0.1 0.4 0.2
H -3.0589 -3.9166 -2.7921 0.0 -0.1 0.2
H -2.9138 -0.8802 -0.6942 0.3 0.3 0.8
H -1.0209 0.7423 -4.4219 0.2 -0.2 0.0
H 4.1630 -4.7939 2.6700 -0.3 0.0 0.1
H 3.2425 7.9281 1.1942 -0.1 -0.3 -0.2
H -3.6741 -0.2682 -2.7098 0.0 0.3 -0.1
H -2.6521 -1.4308 1.4930 0.2 0.3 -0.3
H -2.1464 0.9658 2.7369 0.0 0.0 0.3
H 1.0209 -3.8339 0.3727 -0.5 -0.4 0.1
H -5.0014 3.6633 -3.9332 0.3 -0.3 0.2
H -2.9644 0.6400 6.9645 0.2 -0.1 -0.3
H -2.9204 4.6633 -2.9700 0.0 -0.5 0.1
H -3.2202 -2.6269 -1.6532 0.0 0.0 0.1
H -3.3416 1.7721 4.7714 0.2 -0.3 0.0
H -1.4858 -1.7401 -2.9838 0.3 -0.5 0.3
H 3.2482 -1.5598 -3.3802 -0.2 -0.1 0.0
H 3.4980 4.1763 -0.9759 -0.1 0.1 0.2
H 0.4973 1.6739 2.3185 0.1 -0.1 -0.1
H 1.5873 -5.4440 -1.3320 0.0 0.2 0.2
H -1.2775 -1.1879 7.1498 -0.1 0.2 -0.4
H 2.2612 1.5195 2.0488 -0.2 0.2 0.4
H 2.6308 -1.1600 -5.7594 -0.2 0.3 0.2
H -1.4158 -3.6354 1.0566 0.4 0.6 -0.4
H -3.1738 -4.4647 -0.2483 0.3 -0.1 -0.1
H -0.9461 -5.4035 -2.8735 0.2 0.1 -0.1

| no. | M (g/mol) |
| --- | --- |
| 1 | 616.7 |
| 2 | 142.5 |
| 3 | 849.4 |